[1]
DFT (ωB97M-V/def2-TZVPD) results for the ion C26H49BrN2O5P with charge +1 at a distorted geometry.

Computed properties:
SMILES: CCCCCCCCCCCCCCCCCCc1n[n+](OCCOCC)c(P(=O)(O)O)cc1Br
Total charge: +1

XYZ file:
```
84
Properties=species:S:1:pos:R:3:forces:R:3:mulliken_charge:R:1
C -0.1273 -4.1185 1.4930 0.39 0.32 -0.60 -0.984
C 1.1005 -3.1976 1.1481 0.10 -0.36 0.08 -0.198
C 1.9996 -3.8031 -0.0075 -0.28 0.91 0.17 -0.757
C 1.2250 -3.9314 -1.3813 0.68 -0.35 0.22 0.840
C 0.7058 -5.4023 -1.5892 -0.67 0.55 -0.13 -0.718
C -0.1627 -5.5677 -2.9002 0.03 -0.22 0.68 -0.971
C -1.3437 -4.4975 -2.9663 0.37 -0.88 -0.92 -0.468
C -1.1512 -3.5740 -4.2340 -1.16 -0.42 0.27 -0.672
C -1.8065 -2.1560 -4.1051 0.66 0.31 -0.35 -1.122
C -0.9056 -1.1098 -3.3059 -1.11 -0.50 -1.35 0.027
C 0.4049 -0.8876 -4.1383 0.35 -0.08 0.85 -0.446
C 1.3185 0.3129 -3.6616 -0.05 0.22 0.18 -0.565
C 0.6408 1.3103 -2.6613 -0.43 0.31 -0.22 -0.270
C 1.4913 2.5994 -2.3200 -0.11 -0.43 -1.22 -0.468
C 3.0484 2.4157 -2.3933 0.51 0.62 1.24 -0.793
C 3.6669 1.5169 -1.2514 -0.92 -0.96 -0.06 -0.625
C 2.9270 1.6584 0.1166 0.16 0.68 0.77 -0.258
C 2.9672 3.1427 0.7072 -0.59 -0.54 0.78 -0.603
C 2.1403 3.0705 2.0282 0.62 0.46 0.50 0.387
N 0.8162 2.8663 1.9047 1.64 0.25 0.33 -0.740
N 0.1358 2.7682 2.9985 -0.79 -0.08 1.37 1.073
O -1.2081 2.5765 2.8078 0.32 0.73 -0.09 -0.355
C -1.8009 3.8206 2.2757 -1.39 0.42 -0.18 -0.418
C -3.2752 3.8873 2.8790 0.94 0.05 0.62 -0.566
O -3.6126 2.5606 3.2740 -0.94 1.02 -0.56 -0.235
C -4.9767 2.2120 2.9720 -0.04 -2.02 -0.29 -0.471
C -4.9894 1.2413 1.7147 -0.48 0.16 0.52 -0.871
C 0.4968 2.8133 4.3052 2.28 1.03 -0.37 0.074
P -0.7038 2.5826 5.7175 -0.19 -1.96 1.67 1.029
O 0.1218 2.2595 6.9014 -0.39 0.90 -1.07 -0.667
O -1.6146 1.2507 5.3499 1.18 2.20 -0.41 -0.428
O -1.6072 3.9332 5.8681 0.65 -1.99 -0.62 -0.464
C 1.9251 3.0567 4.5751 -1.20 -0.51 -2.92 -0.588
C 2.7227 3.1737 3.3712 -0.45 -0.11 1.03 0.022
Br 4.6284 3.4689 3.5983 -1.53 -0.24 -0.20 -0.094
H -0.8690 -4.0120 0.6590 0.42 -0.24 0.84 0.190
H 0.2265 -5.1835 1.5004 -0.48 0.92 0.25 0.240
H -0.6104 -3.8457 2.4658 0.41 -0.30 -0.87 0.351
H 0.7504 -2.1693 0.8459 0.25 -0.93 0.17 0.053
H 1.7233 -3.0488 2.0694 -0.40 -0.20 -0.76 0.384
H 2.4253 -4.7900 0.3031 -0.42 0.70 -0.21 0.304
H 2.8683 -3.1012 -0.1121 -0.62 -0.62 -0.07 0.289
H 0.4077 -3.1663 -1.4086 0.56 -0.75 0.05 -0.727
H 1.9189 -3.6667 -2.2291 -0.59 -0.30 0.73 0.261
H 1.5872 -6.0887 -1.5549 -0.70 0.44 -0.21 0.393
H 0.0485 -5.6764 -0.7191 0.62 0.22 -0.73 0.195
H 0.4976 -5.5205 -3.8079 -0.61 0.19 0.75 0.409
H -0.6027 -6.6026 -2.9130 0.45 0.91 0.09 0.387
H -1.4454 -3.9354 -2.0083 0.19 -0.31 -0.73 0.223
H -2.2896 -5.0829 -3.1103 0.66 0.70 0.26 0.497
H -1.6814 -4.0930 -5.0818 0.64 0.41 0.69 0.324
H -0.0717 -3.5689 -4.5090 -0.80 0.41 0.21 0.354
H -1.9262 -1.7596 -5.1532 0.08 -0.20 0.96 0.402
H -2.8496 -2.2021 -3.6892 1.01 -0.19 -0.16 0.331
H -1.5320 -0.1772 -3.2594 0.77 -0.74 0.17 0.442
H -0.7414 -1.5032 -2.2747 0.13 0.48 -0.69 -0.076
H 0.1629 -0.7927 -5.2268 0.04 0.00 0.94 0.400
H 1.0193 -1.8188 -4.0212 -0.53 0.79 -0.31 -0.038
H 1.6580 0.9137 -4.5492 -0.24 -0.61 0.73 0.193
H 2.2319 -0.1172 -3.1853 -0.60 0.38 -0.38 0.094
H 0.3008 0.8105 -1.7139 0.46 0.20 -0.85 0.103
H -0.3012 1.6786 -3.1558 0.76 -0.34 0.57 0.317
H 1.2307 3.3666 -3.1016 0.29 -0.60 0.75 0.459
H 1.1225 3.0076 -1.3489 0.49 -0.24 -0.66 0.037
H 3.4976 3.4430 -2.2715 -0.34 -0.89 -0.38 0.391
H 3.3944 1.9924 -3.3673 -0.48 0.54 0.70 0.368
H 3.5179 0.4484 -1.5769 0.23 0.88 0.46 0.148
H 4.7703 1.6376 -1.1179 -0.90 0.19 -0.20 0.479
H 1.8408 1.3832 0.0770 0.95 0.12 -0.34 -0.010
H 3.3625 1.0137 0.9317 -0.17 0.35 -0.98 0.423
H 3.9938 3.4735 0.9799 -0.72 -0.31 -0.42 0.401
H 2.5132 3.8796 -0.0067 0.31 -0.67 0.79 0.214
H -1.8514 3.7374 1.1605 0.29 0.06 1.01 0.352
H -1.1888 4.7013 2.6026 -0.49 -0.83 -0.35 0.341
H -3.3064 4.5223 3.8075 0.22 -0.33 -0.95 0.230
H -3.9639 4.3401 2.1268 0.50 -0.51 0.41 0.507
H -5.6614 3.0837 2.8531 0.73 -0.46 0.06 0.407
H -5.3311 1.5789 3.8299 0.21 0.92 -0.59 0.261
H -4.1331 1.4424 1.0202 -0.93 0.03 0.49 0.215
H -5.9857 1.3422 1.2204 0.91 -0.08 0.02 0.315
H -4.9174 0.1707 2.0423 0.10 1.01 -0.21 0.281
H -1.2042 0.7805 4.5989 -0.56 0.05 0.30 0.353
H -2.1351 3.8159 6.6849 0.13 0.30 -0.25 0.367
H 2.3312 3.1055 5.6042 -0.43 -0.04 -0.83 0.527
```
Positions in Å, forces in eV/Å.

---

[2]
DFT (ωB97M-V/def2-TZVPD) results for a cluster of 4 separate species, C49H94BClNO2 in total at a distorted geometry.

Computed properties:
Total charge: +1

XYZ file:
```
148
Properties=species:S:1:pos:R:3:forces:R:3:mulliken_charge:R:1
C 0.4202 -4.6119 3.7492 1.83 1.07 -0.88 -0.864
C 1.2657 -3.7107 2.9737 -2.01 -1.80 0.98 -0.512
C 1.4703 -3.8438 1.3753 -0.43 0.13 1.97 2.604
C 2.5270 -2.6575 1.0788 1.60 -1.28 -1.21 -1.381
O 1.9562 -1.5108 0.4173 -1.10 0.08 1.96 -0.485
C 1.1196 -0.7491 1.2879 -3.26 3.00 3.42 1.128
C 1.5273 -0.3377 2.7698 -2.09 0.33 -1.40 -0.638
C 0.6376 0.4620 3.7386 -1.48 -0.34 -2.44 0.460
C 1.0635 0.8181 5.2460 -0.50 -0.46 -0.26 -1.247
C -0.7484 0.9561 3.2629 2.40 -2.23 -3.21 -0.921
C -1.1939 0.6203 1.7863 3.27 -0.78 2.33 -0.687
C -0.2931 -0.2256 0.8345 0.50 0.48 1.54 0.284
C -0.8244 -0.5382 -0.6604 -0.09 0.39 0.31 2.995
C 0.0361 0.2545 -1.7935 -0.34 -0.77 0.65 -0.895
C -2.3755 -0.2056 -0.8678 -0.73 0.25 0.08 -1.380
C 0.1483 -3.9349 0.4439 1.56 0.68 -0.41 -0.923
C -0.0693 -5.4327 -0.0825 0.57 -0.44 2.09 1.685
C -1.2927 -6.0851 0.7394 -0.92 -0.51 -0.50 -0.996
C -2.2717 -7.0279 -0.1138 -0.98 0.71 1.08 -0.677
C -3.3313 -7.7019 0.9290 -0.16 0.82 -1.10 -0.736
C -4.4416 -6.5863 1.3292 -0.28 -0.37 -0.56 -0.361
C -5.8815 -6.8571 0.6703 -1.06 0.35 0.62 -0.656
C -6.9636 -5.7618 1.1860 -0.12 0.15 -0.12 -0.563
C -8.3590 -5.8316 0.4032 -0.74 0.84 0.08 -0.431
C -9.5057 -4.8943 1.0807 -0.65 0.20 -0.28 -0.481
C -9.4416 -3.3734 0.5341 0.69 -0.81 -0.08 -0.959
C 0.1574 -5.7932 -1.6268 -0.35 0.50 -0.70 -1.410
C -0.9744 -5.2740 -2.6326 -0.10 0.77 -0.16 0.260
C -1.3153 -3.7137 -2.5337 -0.45 -0.07 -0.68 -0.884
Cl -0.2789 -5.5322 -4.3469 -0.41 -0.03 1.20 -0.179
N 1.1520 -6.0887 0.5584 2.38 0.86 1.40 0.187
C 2.0141 -5.3754 1.2962 -2.06 0.99 -1.10 -1.381
B 3.3833 -5.9572 2.0201 2.05 -0.40 1.80 0.319
O 4.1927 -5.1068 2.8879 -1.28 -0.49 -2.92 -0.520
C 3.9014 -7.4943 1.8583 -0.36 -0.31 -0.61 -0.262
C 5.2740 -7.6363 1.0282 0.95 -0.37 -0.27 -0.983
H -0.7160 -4.6330 3.6919 1.66 -1.11 -0.95 0.273
H 0.9950 -5.2755 4.4986 -1.50 2.15 0.06 0.253
H 1.8168 -2.9166 3.6057 0.43 -2.13 -1.31 0.213
H 3.3075 -3.1060 0.3491 -1.22 1.03 0.85 0.302
H 3.1423 -2.3616 2.0092 -1.32 -0.59 -1.38 0.269
H 2.5552 -0.6751 3.1210 -1.51 0.62 -0.34 0.371
H 1.7457 0.0161 5.7151 -0.85 1.39 -0.94 0.329
H 1.5261 1.8592 5.3035 -0.39 -1.51 -0.15 0.264
H 0.1255 0.8477 5.9168 1.35 -0.06 -1.23 0.355
H -1.4248 1.5699 3.9426 1.08 -1.01 -1.06 0.295
H -2.2196 1.0377 1.4944 1.84 -0.93 0.12 0.229
H -0.6881 -1.6616 -0.8052 -0.19 1.58 0.10 -2.030
H 0.9121 -0.4443 -2.0648 -1.17 1.47 0.22 0.266
H 0.4056 1.2547 -1.3591 -0.51 -1.55 -0.87 -0.090
H -0.6549 0.4241 -2.7028 1.33 -0.21 1.38 0.449
H -3.0756 -0.7514 -0.1315 1.23 0.77 -0.95 0.346
H -2.7554 -0.4940 -1.9190 0.92 0.32 1.53 0.384
H -2.6094 0.9239 -0.7698 0.58 -1.75 -0.11 0.140
H 0.4581 -3.3492 -0.4835 -1.01 -0.17 1.47 0.041
H -0.6548 -3.4977 1.1350 0.71 -0.62 -1.85 0.328
H -0.8933 -6.6948 1.6256 -0.37 0.89 -1.25 0.353
H -1.9445 -5.2523 1.2066 1.15 -1.30 -0.85 0.241
H -2.9178 -6.3193 -0.7624 1.14 -1.34 0.69 0.183
H -1.7478 -7.8084 -0.7581 -0.58 1.08 0.91 0.373
H -2.7650 -8.1043 1.8366 -0.94 0.31 -1.31 0.335
H -3.8778 -8.5034 0.3237 0.88 0.74 1.24 0.415
H -4.0586 -5.5943 0.9027 -0.68 -1.11 0.88 0.058
H -4.6074 -6.4960 2.4565 0.45 -0.08 -1.53 0.437
H -5.8800 -6.8207 -0.4764 0.28 -0.07 1.58 0.243
H -6.3294 -7.8789 0.9786 1.05 1.45 -0.50 0.316
H -7.1989 -5.8786 2.3074 0.57 -0.05 -1.59 0.257
H -6.5200 -4.7006 1.0713 -0.67 -1.58 0.09 0.204
H -8.2234 -5.4094 -0.6619 -0.12 -0.94 1.48 0.226
H -8.8079 -6.8885 0.3427 1.05 1.42 0.08 0.299
H -10.5648 -5.2724 0.8088 1.79 0.29 0.34 0.292
H -9.4591 -4.9515 2.2358 0.11 0.24 -1.83 0.297
H -9.5150 -3.3834 -0.6187 0.14 -0.02 1.81 0.258
H -10.2861 -2.7148 0.9232 1.28 -0.90 -0.32 0.325
H -8.4040 -2.9722 0.8223 -1.65 -0.17 -0.46 0.225
H 0.2931 -6.9307 -1.7888 -0.35 1.78 0.50 0.447
H 1.1483 -5.3108 -1.9764 -1.54 -0.61 0.67 0.454
H -1.9460 -5.8653 -2.6177 1.55 0.63 0.10 0.284
H -2.0894 -3.4760 -1.7099 1.47 -0.43 -1.00 0.149
H -0.3636 -3.0858 -2.4451 -1.38 -0.89 0.00 0.211
H -1.8208 -3.3959 -3.5230 0.82 -0.60 1.59 0.506
H 1.3193 -7.1050 0.4216 -0.22 0.89 0.18 0.388
H 5.0226 -4.8554 2.4099 -0.66 -0.44 0.87 0.329
H 4.0850 -8.0095 2.8773 -0.59 0.99 -1.54 0.297
H 3.0957 -8.0761 1.2933 1.06 0.38 0.82 0.164
H 5.3249 -8.6338 0.4463 -0.27 1.60 1.04 0.302
H 6.1948 -7.6447 1.7266 -1.60 0.17 -1.05 0.302
H 5.4493 -6.8168 0.2482 -0.38 -1.02 1.10 0.275
C 1.8003 6.0834 1.4703 0.13 0.09 0.05 -1.351
C 2.5687 5.5003 0.2915 -0.21 -0.06 -0.09 -0.279
C 2.0338 4.1381 -0.1581 0.11 -0.02 -0.04 -0.043
C 2.1318 3.0251 0.8891 -0.08 0.09 0.11 0.610
C 3.5403 2.7489 1.4131 -0.06 -0.09 -0.04 -0.540
C 4.4987 2.2706 0.3310 0.16 0.03 0.09 -1.220
H 1.8752 5.4468 2.3555 -0.04 0.04 -0.03 0.319
H 2.2030 7.0642 1.7338 -0.09 -0.03 0.04 0.463
H 0.7421 6.2057 1.2222 0.03 -0.03 0.05 0.197
H 3.6317 5.4316 0.5407 -0.01 -0.02 -0.04 0.371
H 2.4940 6.1955 -0.5514 0.06 -0.05 0.01 0.123
H 2.5643 3.8346 -1.0659 -0.01 -0.02 -0.01 0.559
H 0.9815 4.2469 -0.4468 0.04 0.03 0.02 -0.479
H 1.7282 2.1036 0.4540 0.02 -0.01 0.06 -0.748
H 1.4810 3.2647 1.7372 -0.01 -0.03 -0.05 0.448
H 3.4775 1.9769 2.1878 -0.04 0.07 0.01 0.238
H 3.9508 3.6389 1.9002 -0.05 -0.01 -0.02 0.386
H 4.1303 1.3518 -0.1346 0.00 0.05 -0.04 0.180
H 5.4811 2.0608 0.7627 -0.03 -0.01 -0.10 0.419
H 4.6354 3.0221 -0.4499 0.00 -0.07 0.01 0.312
C 7.8394 8.2375 -4.0575 -0.01 0.14 -0.09 -1.179
C 7.2725 8.8951 -2.8060 0.06 -0.17 0.11 -0.432
C 6.5137 7.9166 -1.9049 -0.05 0.08 0.02 -0.762
C 5.2731 7.2799 -2.5401 0.07 -0.04 -0.13 -0.043
C 4.2176 8.2696 -3.0370 -0.02 -0.12 0.08 -0.487
C 3.6233 9.1187 -1.9215 -0.08 0.14 -0.11 -0.920
H 7.0491 7.8280 -4.6915 0.07 0.00 0.02 0.285
H 8.3919 8.9702 -4.6502 0.00 -0.10 -0.02 0.379
H 8.5246 7.4269 -3.7942 -0.05 0.02 -0.04 0.290
H 6.6293 9.7336 -3.0882 -0.01 -0.03 0.04 0.232
H 8.1006 9.3219 -2.2310 -0.08 0.03 -0.01 0.374
H 6.2284 8.4350 -0.9847 -0.02 -0.03 -0.01 0.341
H 7.1949 7.1140 -1.5988 -0.01 0.05 -0.02 0.388
H 4.8136 6.6100 -1.8042 -0.02 0.03 -0.02 -0.182
H 5.5775 6.6414 -3.3767 0.01 0.03 0.06 0.359
H 3.4097 7.7052 -3.5148 0.07 0.03 -0.02 0.334
H 4.6354 8.9200 -3.8118 0.02 -0.06 0.02 0.335
H 3.1555 8.4874 -1.1609 0.05 0.05 0.02 0.047
H 2.8578 9.7877 -2.3234 0.03 -0.02 0.11 0.385
H 4.3811 9.7382 -1.4367 -0.05 -0.04 0.01 0.303
C -0.8563 5.0557 -2.8724 -0.01 0.14 -0.09 -1.130
C -1.4234 5.7131 -1.6215 0.05 -0.18 0.12 -0.326
C -2.1823 4.7335 -0.7210 -0.04 0.09 0.02 -0.117
C -3.4225 4.0963 -1.3567 0.09 -0.03 -0.13 -0.682
C -4.4781 5.0859 -1.8532 -0.04 -0.12 0.08 -0.587
C -5.0729 5.9342 -0.7375 -0.07 0.13 -0.09 -1.202
H -1.6464 4.6463 -3.5068 0.07 0.00 0.02 0.389
H -0.3037 5.7889 -3.4643 0.01 -0.11 -0.03 0.366
H -0.1711 4.2449 -2.6083 -0.04 0.00 -0.04 0.132
H -2.0664 6.5516 -1.9039 0.00 -0.03 0.05 0.495
H -0.5952 6.1401 -1.0459 -0.06 0.04 0.00 0.132
H -2.4680 5.2514 0.1995 -0.01 -0.03 0.00 0.336
H -1.5002 3.9306 -0.4149 0.02 0.03 -0.01 -0.067
H -3.8820 3.4257 -0.6210 -0.03 0.03 -0.01 0.393
H -3.1175 3.4582 -2.1937 0.02 0.02 0.04 0.304
H -5.2856 4.5215 -2.3314 0.08 0.03 -0.02 0.388
H -4.0603 5.7366 -2.6275 0.03 -0.06 0.02 0.261
H -5.5406 5.3024 0.0226 0.04 0.05 0.00 0.293
H -5.8383 6.6030 -1.1392 0.03 -0.03 0.11 0.387
H -4.3153 6.5537 -0.2522 -0.05 -0.03 0.01 0.282
```
Positions in Å, forces in eV/Å.

---

[3]
DFT (ωB97M-V/def2-TZVPD) results for an isolated molecule of C2H3ClOS at a distorted geometry.

Computed properties:
SMILES: OC(=S)CCl
Energy above the lowest of the compared OMol25 structures with the same formula, charge and spin, kJ/mol: 196.18

XYZ file:
```
8
Properties=species:S:1:pos:R:3:forces:R:3:mulliken_charge:R:1
C -0.5893 -0.3479 0.3338 1.27 -0.43 -1.47 0.339
C 0.5703 0.7345 0.2731 -2.52 2.21 -3.61 -0.458
H 0.7372 -1.4516 -0.2902 1.95 -0.40 -0.49 0.330
H 0.1468 1.3779 -0.8195 0.00 -0.81 4.54 0.260
H 0.9395 1.2885 1.1736 -1.22 -0.44 -0.88 0.361
O -0.1942 -1.5477 -0.2618 -2.37 1.93 1.67 -0.387
S -2.1209 0.0546 0.6826 0.90 -0.43 0.22 -0.238
Cl 1.9870 0.4691 -0.7372 1.99 -1.64 0.01 -0.207
```
Positions in Å, forces in eV/Å.

---

Number 1: highest occupied orbital energy -12.08 eV, frontier orbital gap 7.1 eV, E_LUMO -4.97 eV. Number 2: highest occupied orbital energy -10.53 eV, frontier orbital gap 5.8 eV, E_LUMO -4.73 eV. Number 3: highest occupied orbital energy -9.30 eV, frontier orbital gap 9.1 eV, E_LUMO -0.19 eV.